{
  "formula": "C31H44BrN5O3S",
  "method": "wB97M-V/def2-TZVPD",
  "symbols": ["C", "C", "C", "C", "C", "C", "C", "C", "C", "C", "C", "C", "C", "C", "Br", "C", "C", "C", "C", "N", "C", "N", "C", "C", "C", "N", "C", "C", "C", "O", "N", "O", "C", "C", "C", "O", "N", "C", "C", "C", "S", "H", "H", "H", "H", "H", "H", "H", "H", "H", "H", "H", "H", "H", "H", "H", "H", "H", "H", "H", "H", "H", "H", "H", "H", "H", "H", "H", "H", "H", "H", "H", "H", "H", "H", "H", "H", "H", "H", "H", "H", "H", "H", "H", "H"],
  "positions_angstrom": [[-0.66, 4.08, 3.02], [-0.49, 3.68, 1.73], [0.09, 2.27, 1.47], [-0.87, 1.27, 0.95], [-2.35, 1.68, 0.69], [-3.17, 2.01, 2.00], [-4.53, 1.23, 2.13], [-4.31, -0.04, 3.05], [-4.05, 0.43, 4.55], [-2.58, 0.12, 5.02], [-0.35, -0.06, 0.70], [1.05, -0.47, 0.95], [2.01, 0.52, 1.50], [3.47, 0.07, 1.82], [4.08, 0.61, 3.65], [4.54, 0.38, 0.70], [5.64, -0.78, 0.80], [1.50, 1.90, 1.73], [2.40, 3.06, 2.26], [3.74, 3.14, 1.62], [4.62, 3.99, 2.48], [1.38, -1.83, 0.62], [0.98, -2.25, -0.71], [1.91, -2.88, -1.67], [3.43, -3.12, -1.35], [4.18, -1.94, -1.82], [1.46, -3.33, -3.00], [0.08, -3.20, -3.43], [-0.30, -3.73, -4.86], [0.48, -4.94, -5.08], [1.48, -4.71, -6.00], [2.33, -5.50, -5.80], [-0.85, -2.55, -2.50], [-2.34, -2.37, -2.90], [-2.58, -1.31, -4.03], [-2.41, -1.63, -5.20], [-3.01, 0.03, -3.74], [-3.53, 0.68, -4.99], [-4.20, -0.02, -2.82], [-0.41, -2.11, -1.20], [-1.51, -1.30, 0.01], [-1.20, 5.02, 3.23], [-0.21, 3.48, 3.85], [-0.78, 4.30, 0.85], [-2.30, 2.63, 0.08], [-2.92, 0.95, 0.06], [-2.50, 1.91, 2.89], [-3.44, 3.11, 1.96], [-4.96, 0.96, 1.12], [-5.30, 1.90, 2.61], [-3.41, -0.60, 2.67], [-5.24, -0.67, 2.97], [-4.29, 1.53, 4.58], [-4.82, -0.06, 5.21], [-2.41, 0.62, 6.01], [-1.79, 0.49, 4.32], [-2.47, -1.00, 5.08], [3.45, -1.06, 1.90], [5.09, 1.33, 0.84], [4.04, 0.26, -0.29], [6.59, -0.33, 0.37], [5.40, -1.66, 0.17], [5.89, -1.03, 1.87], [1.93, 4.07, 2.21], [2.58, 2.85, 3.35], [3.60, 3.70, 0.77], [4.05, 4.44, 3.35], [5.41, 3.33, 2.93], [5.06, 4.86, 1.93], [2.38, -2.04, 0.68], [3.62, -3.38, -0.28], [3.76, -3.99, -1.98], [3.61, -1.10, -1.87], [4.71, -2.11, -2.66], [2.20, -3.83, -3.67], [-0.09, -2.93, -5.61], [-1.38, -4.05, -4.85], [-2.71, -3.35, -3.31], [-2.98, -2.17, -2.00], [-4.39, 0.09, -5.42], [-2.71, 0.79, -5.74], [-3.89, 1.72, -4.75], [-4.72, 0.97, -2.80], [-4.91, -0.81, -3.20], [-3.89, -0.25, -1.77]],
  "homo_energy_ev": -7.888,
  "lumo_ev": 0.193,
  "smiles": "C=Cc1c(CCCCCC)c2c(c([C@H](Br)CC)c1CNC)Nc1c(CN)cc(CON=O)c(CC(=O)N(C)C)c1S2",
  "gap_ev": 8.08
}

---

{
  "formula": "C6H7F6N2O8PtS2",
  "method": "wB97M-V/def2-TZVPD",
  "symbols": ["Pt", "F", "C", "F", "F", "S", "O", "O", "N", "S", "O", "O", "C", "F", "F", "F", "N", "C", "C", "C", "O", "O", "H", "H", "H", "H", "H", "H", "O", "C", "O", "H"],
  "positions_angstrom": [[-0.72, 0.00, -0.27], [2.40, 0.14, -4.34], [2.18, 0.67, -3.14], [0.87, 0.58, -2.87], [2.50, 1.97, -3.19], [3.19, -0.16, -1.84], [2.78, 0.49, -0.62], [4.53, 0.02, -2.30], [2.77, -1.65, -1.96], [1.79, -2.51, -1.08], [2.42, -3.68, -0.57], [0.96, -1.76, -0.16], [0.64, -3.11, -2.39], [1.31, -3.79, -3.32], [0.02, -2.09, -2.97], [-0.26, -3.92, -1.84], [0.69, 1.44, 0.51], [0.28, 2.83, 0.24], [-1.10, 3.12, 0.79], [-2.30, 2.61, -0.04], [-3.34, 3.25, 0.04], [-2.13, 1.56, -0.77], [0.74, 1.27, 1.51], [1.61, 1.22, 0.11], [0.30, 2.97, -0.84], [1.01, 3.52, 0.68], [-1.24, 4.19, 0.89], [-1.20, 2.70, 1.80], [-1.78, -0.91, 1.48], [-2.43, -1.66, 0.69], [-2.24, -1.65, -0.55], [-3.17, -2.34, 1.12]],
  "homo_energy_ev": [-5.052, -6.344],
  "multiplicity": 3,
  "lumo_ev": [2.653, 2.008],
  "total_charge": -1,
  "e_above_lowest_kj_mol": 15.86,
  "gap_ev": [7.71, 8.35]
}

---

{
  "formula": "C15H21F16O3S3",
  "method": "wB97M-V/def2-TZVPD",
  "symbols": ["C", "C", "S", "C", "S", "S", "C", "O", "C", "H", "H", "H", "H", "H", "H", "H", "H", "H", "H", "H", "H", "H", "C", "C", "C", "F", "F", "F", "F", "O", "C", "C", "F", "F", "F", "F", "H", "H", "H", "H", "C", "C", "C", "F", "F", "F", "F", "O", "C", "C", "F", "F", "F", "F", "H", "H", "H", "H"],
  "positions_angstrom": [[3.90, -2.73, 3.55], [4.53, -2.88, 2.11], [5.56, -1.37, 1.84], [5.00, -0.53, 0.29], [6.09, 0.96, 0.04], [6.15, 1.90, 1.92], [7.82, 0.43, -0.38], [7.91, -0.91, -0.78], [8.51, -1.76, 0.22], [3.07, -2.00, 3.55], [3.63, -3.72, 3.97], [4.70, -2.28, 4.19], [5.23, -3.74, 2.14], [3.76, -3.04, 1.33], [4.98, -1.18, -0.61], [3.98, -0.13, 0.43], [7.48, 1.89, 2.33], [8.54, 0.66, 0.44], [8.14, 1.06, -1.24], [8.53, -1.31, 1.24], [7.87, -2.67, 0.30], [9.56, -2.02, -0.04], [-1.80, 0.04, -0.86], [-1.38, -0.48, -2.26], [-0.47, -1.71, -2.32], [0.74, -1.51, -1.76], [-0.23, -2.03, -3.62], [-0.86, 0.54, -2.97], [-2.54, -0.83, -2.89], [-1.08, 1.17, -0.32], [0.11, 1.00, 0.38], [1.30, 1.67, -0.32], [1.49, 1.18, -1.56], [2.45, 1.44, 0.37], [0.33, -0.29, 0.66], [-0.06, 1.61, 1.57], [-2.80, 0.42, -0.98], [-1.89, -0.76, -0.12], [-0.94, -2.57, -1.85], [1.14, 2.74, -0.41], [-6.23, 2.43, -0.30], [-5.50, 1.07, -0.14], [-5.53, 0.11, -1.33], [-6.76, -0.30, -1.65], [-4.82, -1.01, -1.03], [-5.93, 0.47, 0.98], [-4.18, 1.38, 0.07], [-7.54, 2.58, 0.28], [-8.69, 2.20, -0.44], [-9.45, 1.06, 0.25], [-8.68, -0.04, 0.39], [-10.52, 0.70, -0.49], [-8.38, 1.93, -1.71], [-9.49, 3.28, -0.46], [-5.63, 3.14, 0.27], [-6.20, 2.80, -1.32], [-5.08, 0.56, -2.22], [-9.79, 1.36, 1.24]],
  "homo_energy_ev": -12.292,
  "lumo_ev": -4.275,
  "total_charge": 1,
  "gap_ev": 8.02
}

---

{
  "formula": "C2H3N2O",
  "method": "wB97M-V/def2-TZVPD",
  "symbols": ["C", "C", "N", "N", "O", "H", "H", "H"],
  "positions_angstrom": [[-1.46, 0.72, -0.04], [-0.67, -0.33, 0.00], [3.28, -0.14, -0.08], [2.13, -0.16, -0.01], [-2.14, 1.63, -0.07], [-0.54, -0.65, 1.02], [0.46, -0.08, 0.01], [-1.05, -1.00, -0.83]],
  "homo_energy_ev": -18.633,
  "lumo_ev": -5.354,
  "total_charge": 1,
  "e_above_lowest_kj_mol": 91.69,
  "gap_ev": 13.28
}

---

{
  "formula": "C9H10F3NO2Zr",
  "method": "wB97M-V/def2-TZVPD",
  "symbols": ["C", "C", "C", "C", "C", "Zr", "N", "C", "C", "H", "H", "H", "H", "H", "H", "H", "H", "H", "H", "F", "C", "F", "F", "C", "O", "O"],
  "positions_angstrom": [[2.27, 0.58, -1.01], [1.69, -0.61, -1.56], [1.74, -1.64, -0.56], [2.39, -1.09, 0.62], [2.69, 0.30, 0.35], [0.32, 0.06, 0.35], [-0.64, 1.65, -1.17], [-1.46, 1.77, -2.33], [-1.56, 0.25, -2.21], [1.49, -2.70, -0.71], [1.37, -0.75, -2.59], [2.72, -1.66, 1.49], [3.24, 0.97, 1.00], [2.45, 1.51, -1.55], [-0.89, -0.39, -2.81], [-0.97, 2.12, -3.25], [-0.32, 2.58, -0.92], [-2.31, -0.17, -1.55], [-2.44, 2.26, -2.21], [-3.25, -0.21, 3.12], [-2.10, -0.84, 3.43], [-1.64, -0.34, 4.60], [-2.36, -2.15, 3.59], [-1.07, -0.60, 2.30], [-1.09, -1.30, 1.23], [-0.27, 0.41, 2.35]],
  "homo_energy_ev": [-5.599, -5.599],
  "lumo_ev": [-0.198, -0.199],
  "e_above_lowest_kj_mol": 238.21,
  "gap_ev": [5.40, 5.40]
}

---

{
  "formula": "C27H41BBiF4N3P2Te",
  "method": "wB97M-V/def2-TZVPD",
  "symbols": ["Bi", "C", "P", "C", "N", "C", "C", "C", "C", "C", "C", "N", "C", "P", "C", "C", "C", "C", "C", "C", "C", "C", "C", "H", "H", "H", "H", "H", "H", "H", "H", "H", "H", "H", "H", "H", "H", "H", "H", "H", "H", "H", "H", "H", "H", "H", "H", "H", "H", "H", "H", "Te", "C", "N", "C", "C", "C", "C", "C", "C", "C", "C", "H", "H", "H", "H", "H", "H", "H", "H", "H", "H", "H", "H", "H", "F", "B", "F", "F", "F"],
  "positions_angstrom": [[-0.71, -0.27, -0.60], [0.64, 0.55, 4.29], [0.30, 1.11, 2.57], [2.05, 1.49, 2.07], [2.63, 2.58, 2.52], [3.91, 2.83, 2.18], [4.55, 4.00, 2.64], [5.86, 4.23, 2.33], [6.59, 3.30, 1.54], [5.99, 2.16, 1.08], [4.63, 1.91, 1.39], [4.04, 0.77, 0.96], [2.79, 0.55, 1.26], [2.05, -1.08, 0.72], [2.75, -2.15, 2.05], [3.06, -1.64, -0.77], [4.51, -2.03, -0.49], [3.00, -0.54, -1.83], [2.33, -2.89, -1.29], [-0.54, 2.78, 2.87], [-0.39, 3.63, 1.61], [-2.02, 2.43, 3.09], [-0.04, 3.56, 4.09], [1.30, 1.25, 4.81], [1.11, -0.43, 4.27], [-0.30, 0.46, 4.83], [3.98, 4.70, 3.24], [6.36, 5.12, 2.69], [7.63, 3.49, 1.32], [6.52, 1.44, 0.47], [3.80, -1.92, 2.20], [2.63, -3.20, 1.77], [2.19, -1.99, 2.97], [5.06, -1.22, -0.01], [5.00, -2.25, -1.45], [4.57, -2.93, 0.13], [3.59, 0.33, -1.54], [1.98, -0.19, -2.02], [3.40, -0.92, -2.78], [2.33, -3.69, -0.54], [2.84, -3.27, -2.18], [1.30, -2.68, -1.56], [-0.77, 3.12, 0.72], [0.64, 3.90, 1.42], [-0.97, 4.55, 1.72], [-2.44, 1.88, 2.24], [-2.59, 3.35, 3.23], [-2.16, 1.81, 3.98], [1.04, 3.72, 4.06], [-0.30, 3.07, 5.02], [-0.53, 4.54, 4.09], [-2.60, -1.67, 0.58], [-0.96, 2.60, -5.28], [-1.30, 1.31, -4.62], [-2.42, 1.47, -3.64], [-0.09, 0.65, -3.97], [-0.36, -0.82, -3.83], [-0.27, -1.59, -4.99], [-0.60, -2.94, -4.98], [-1.04, -3.51, -3.80], [-1.12, -2.75, -2.64], [-0.78, -1.40, -2.62], [-1.86, 3.01, -5.73], [-0.21, 2.41, -6.05], [-0.57, 3.28, -4.54], [-1.62, 0.65, -5.33], [-2.12, 2.23, -2.92], [-2.61, 0.52, -3.16], [-3.31, 1.80, -4.17], [0.10, 1.18, -3.04], [0.75, 0.84, -4.64], [0.08, -1.13, -5.91], [-0.51, -3.53, -5.88], [-1.31, -4.56, -3.78], [-1.46, -3.22, -1.72], [-0.55, 3.94, -2.07], [0.84, 3.66, -1.85], [1.36, 4.49, -0.87], [1.52, 3.81, -3.09], [0.94, 2.29, -1.46]],
  "homo_energy_ev": -7.127,
  "lumo_ev": -0.950,
  "e_above_lowest_kj_mol": 29.29,
  "gap_ev": 6.18
}

---

{
  "formula": "C35H34N3O6",
  "method": "wB97M-V/def2-TZVPD",
  "symbols": ["N", "C", "C", "O", "C", "N", "C", "C", "N", "C", "O", "C", "H", "H", "H", "H", "H", "H", "H", "H", "H", "H", "H", "H", "H", "H", "H", "H", "H", "H", "C", "C", "C", "C", "C", "C", "C", "O", "C", "C", "C", "C", "C", "C", "C", "O", "H", "H", "H", "H", "H", "H", "H", "H", "C", "C", "C", "C", "C", "C", "C", "O", "C", "C", "C", "C", "C", "C", "C", "O", "H", "H", "H", "H", "H", "H", "H", "H"],
  "positions_angstrom": [[1.79, -2.80, 3.87], [0.92, -2.04, 3.01], [1.21, -2.06, 1.47], [0.18, -2.74, 0.78], [1.23, -0.64, 0.85], [2.54, 0.07, 1.04], [2.91, 0.95, -0.13], [4.32, 1.48, 0.04], [4.50, 2.12, 1.34], [4.06, 1.39, 2.50], [4.07, 2.29, 3.57], [2.62, 0.90, 2.28], [1.88, -3.78, 3.64], [2.72, -2.41, 3.98], [-0.11, -2.40, 3.10], [0.91, -1.02, 3.39], [2.19, -2.53, 1.31], [0.44, -3.65, 0.55], [0.47, 0.00, 1.30], [1.05, -0.70, -0.22], [3.27, -0.64, 1.11], [2.80, 0.34, -1.03], [2.16, 1.75, -0.14], [5.06, 0.67, -0.13], [4.47, 2.23, -0.74], [5.46, 2.42, 1.46], [4.72, 0.52, 2.72], [4.33, 1.84, 4.39], [2.27, 0.31, 3.13], [1.97, 1.77, 2.14], [-5.47, 3.82, 5.40], [-4.17, 4.26, 5.21], [-3.30, 3.53, 4.42], [-3.73, 2.35, 3.82], [-5.04, 1.91, 4.01], [-5.91, 2.65, 4.81], [-5.56, 0.65, 3.39], [-6.69, 0.28, 3.54], [-4.59, -0.13, 2.55], [-5.01, -1.32, 1.97], [-4.13, -2.07, 1.19], [-2.84, -1.61, 0.99], [-2.43, -0.42, 1.56], [-3.29, 0.32, 2.35], [-2.78, 1.58, 2.97], [-1.63, 1.94, 2.79], [-6.15, 4.40, 6.02], [-3.83, 5.18, 5.68], [-2.28, 3.84, 4.25], [-6.92, 2.29, 4.94], [-6.03, -1.64, 2.14], [-4.46, -3.00, 0.74], [-2.12, -2.14, 0.38], [-1.43, -0.03, 1.42], [3.78, -1.10, -7.76], [2.83, -1.91, -8.37], [1.59, -2.11, -7.76], [1.31, -1.49, -6.55], [2.26, -0.67, -5.95], [3.50, -0.48, -6.55], [1.99, -0.01, -4.65], [2.83, 0.65, -4.06], [0.64, -0.21, -4.05], [0.35, 0.43, -2.85], [-0.88, 0.25, -2.23], [-1.83, -0.59, -2.82], [-1.54, -1.23, -4.01], [-0.31, -1.05, -4.63], [-0.03, -1.73, -5.93], [-0.86, -2.44, -6.45], [4.74, -0.94, -8.24], [3.05, -2.39, -9.31], [0.84, -2.74, -8.21], [4.22, 0.16, -6.06], [1.10, 1.12, -2.48], [-1.13, 0.78, -1.32], [-2.79, -0.71, -2.35], [-2.27, -1.87, -4.50]],
  "homo_energy_ev": -11.642,
  "lumo_ev": -3.071,
  "total_charge": 1,
  "gap_ev": 8.57
}

---

{
  "formula": "CH12O6",
  "method": "wB97M-V/def2-TZVPD",
  "symbols": ["O", "C", "H", "H", "H", "H", "O", "H", "H", "O", "H", "H", "O", "H", "H", "O", "H", "H", "O"],
  "positions_angstrom": [[-1.59, 0.48, 1.15], [-1.83, 1.07, 0.12], [-2.39, 2.01, 0.21], [-1.68, 0.48, -0.79], [-0.65, -2.41, -1.49], [-1.15, -1.20, -2.37], [-0.68, -1.45, -1.58], [5.52, -0.22, -1.26], [6.13, 0.00, 0.14], [5.64, -0.64, -0.40], [1.56, -1.23, 1.10], [0.24, -0.35, 1.43], [1.18, -0.36, 1.18], [1.86, 1.63, 0.17], [2.55, 2.95, -0.28], [1.77, 2.40, -0.41], [-5.74, -1.12, 1.77], [-5.49, -0.68, 0.34], [-5.24, -1.36, 0.98]],
  "homo_energy_ev": -9.978,
  "lumo_ev": 0.563,
  "smiles": "C=O.O.O.O.O.O",
  "e_above_lowest_kj_mol": 121.96,
  "gap_ev": 10.54
}

---

DFT total energy values (in Ha) by entry order: -4679.09860; -2459.22825; -3601.96868; -262.44279; -900.72517; -2807.56982; -1969.63855; -496.68390.